Record 1
The following is a quantum chemistry calculation of a cluster of 2 separate species, C4H5NS2 in total at a distorted geometry, from the OMol25 dataset.

Results
**HOMO energy (alpha / beta)**: -8.56 / -8.57 eV
**HOMO-LUMO gap (alpha / beta)**: 0.281 / 0.281 hartree
**Max |F|**: 0.09592 hartree/bohr
**E_LUMO (alpha / beta)**: -0.91 / -0.91 eV
**Calculated total energy**: -27386.3559 eV
**Spin multiplicity**: 1
**Energy relative to the best compared isomer or geometry (same formula, charge and spin)**: 77.48 kcal per mole

The geometry in XYZ format:
```
12
C4H5NS2 the ωB97M-V functional and the def2-TZVPD basis
C 0.8546 -1.6383 2.1213
C 0.0394 0.3656 -1.1991
C 2.0720 -1.5235 1.6311
C -1.2909 0.7469 -0.8123
N 1.1385 0.0170 -1.2652
S -0.6042 -2.1261 2.5768
S -1.7722 -0.5158 2.6130
H 2.3332 -1.7863 0.5797
H 2.8205 -1.0932 2.1144
H -1.7585 -0.1380 -0.6067
H -1.7012 1.3502 -1.5657
H -1.2556 1.3799 0.1536
```

=====

Record 2
The following is a quantum chemistry calculation of a structure of composition C4H5O2Rb at a distorted geometry, from the OMol25 dataset.

Results
**Charge**: +1
**HOMO energy (alpha / beta)**: -9.35 / -12.36 eV
**HOMO-LUMO gap (alpha / beta)**: 0.197 / 0.308 hartree
**Max |F|**: 0.03381 hartree/bohr
**E_LUMO (alpha / beta)**: -3.97 / -3.97 eV
**Calculated total energy**: -8969.6731 eV
**Spin multiplicity**: 2
**⟨S²⟩**: 0.77
**Energy relative to the best compared isomer or geometry (same formula, charge and spin)**: 31.54 kcal per mole

The geometry in XYZ format:
```
12
C4H5O2Rb the ωB97M-V functional and the def2-TZVPD basis
O 3.1665 1.5943 -0.7691
C 2.8622 0.6747 0.1665
C 1.8572 -0.2368 -0.0863
C 0.9583 -1.0567 -0.2920
H 3.8084 2.2266 -0.4283
H 3.4306 0.6676 1.0970
H 0.4474 -1.9228 -0.6787
C -2.6270 -0.4574 0.8060
O -3.2458 0.0438 -0.1232
H -2.1364 0.1810 1.5616
H -2.7273 -1.5329 1.0386
Rb -5.7944 -0.1814 -2.2921
```

=====

Record 3
The following is a quantum chemistry calculation of a cluster of 2 separate species, C4H5O2S in total at a distorted geometry, from the OMol25 dataset.

Results
**Charge**: -1
**HOMO energy (alpha / beta)**: -4.65 / -4.65 eV
**HOMO-LUMO gap (alpha / beta)**: 0.300 / 0.300 hartree
**Max |F|**: 0.06699 hartree/bohr
**E_LUMO (alpha / beta)**: 3.51 / 3.51 eV
**Calculated total energy**: -19154.4479 eV
**Spin multiplicity**: 1
**Energy relative to the best compared isomer or geometry (same formula, charge and spin)**: 140.56 kcal per mole

The geometry in XYZ format:
```
12
C4H5O2S the ωB97M-V functional and the def2-TZVPD basis
C -2.4036 2.1982 -0.2573
C -1.6874 1.1889 -0.3631
C -0.0850 -1.2457 0.5280
C 0.3349 -0.1836 -0.4382
O 2.4409 -0.0025 1.2443
O 2.6627 -0.3970 -1.1015
S 2.1238 0.5278 -0.0996
H -2.9704 2.9964 -0.5867
H 0.8146 -1.6252 0.8263
H -0.5634 -0.9835 1.4653
H -0.7445 -2.1089 0.2988
H 0.0772 -0.3651 -1.5163
```